Computed, not measured: C36H82F4IN2O17P2S9 as an isolated structure at a distorted geometry, with ωB97M-V with the def2-TZVPD basis set.

CARTESIAN COORDINATES (ANGSTROEM)
I 2.5294 2.4612 -4.9844
S -6.7667 3.2800 5.1369
S -4.6498 7.7060 1.8010
S 7.7137 4.6632 -2.9959
S -0.0068 -5.4911 5.9789
S -1.8743 -10.0639 5.3224
S -1.6873 0.8527 -4.6652
S 3.9601 -3.2356 4.2426
S 5.1721 0.4550 -0.8910
S -4.3273 -4.9939 -3.6860
P 4.0299 3.5965 -0.3187
P 3.2524 0.3287 -0.8023
F -1.8146 5.7288 -1.5610
F 0.1925 6.3150 -0.1888
F -3.2394 1.3827 -4.0534
F -1.9284 5.9122 0.8000
O 2.9045 -2.5450 3.4307
O -1.3076 1.8898 -5.7241
O 7.5846 3.4432 -3.8591
O -0.9479 -0.6381 -2.5926
O 3.7504 2.8433 1.2082
O -0.9382 2.9068 -2.9109
O -0.7635 3.7934 1.4651
O -3.7028 -4.1921 -2.5826
O 1.0485 0.2168 -5.2594
O -2.0301 -0.4243 -5.5283
O 3.4108 0.0847 -3.4593
O 5.7956 3.6836 -0.5114
O 0.9415 -6.2746 5.1203
O -2.2404 -8.7055 5.8430
O -7.1849 2.1085 4.2984
O 3.5984 5.1410 -0.1276
O -5.7696 6.8780 2.3583
N 0.7721 1.8735 -1.2386
N 0.4428 4.9973 -3.7728
C -3.6617 -4.3758 -5.2507
C -5.2784 9.3866 1.5715
C 1.0190 -0.7958 -6.2265
C -3.2718 -0.3729 -1.3423
C 9.4456 5.1833 -3.0451
C 2.4792 -1.3898 -6.7850
C 2.2843 0.9847 -3.3199
C 3.2541 -3.5802 5.8720
C -1.0245 5.4794 -0.3340
C -6.5836 4.7012 4.0328
C -1.9248 -9.9852 3.5156
C -8.2410 3.8936 5.9872
C -6.0042 -4.3626 -3.9349
C 4.5009 0.3601 -4.3152
C -3.5380 8.1086 3.1704
C -2.2251 -1.1117 -2.4187
C -0.2663 -0.1296 2.8388
C 0.6521 3.2839 -0.5978
C 7.0710 6.0669 -3.9393
C -0.4515 0.4908 -3.2744
C 4.0226 -4.9600 3.6985
C -0.7503 3.8546 -0.0389
C -3.3279 -11.1254 5.5031
C 0.2583 -0.4933 0.1395
C 0.4572 1.0780 0.0474
C 1.0464 0.0144 -3.8385
C 2.1762 1.6159 -1.7933
C 0.0632 -2.5319 1.8026
C 0.5987 -0.9491 1.7193
C 3.2182 2.8723 -1.8539
C 5.6046 -0.8869 -4.0328
C -1.6700 -5.7280 5.3083
C -0.2799 -6.4414 7.4940
C -0.2853 3.9050 -3.6209
C -0.3801 1.7934 -2.2148
C 1.2749 -1.5910 -3.5582
H -5.9794 -3.2786 -4.0715
H 3.0320 0.3466 0.6325
H 6.4502 -0.5555 -3.2949
H -2.7215 0.1852 -0.4752
H -4.0396 0.3384 -1.8651
H 0.8925 -1.2205 -0.4921
H -1.8795 -6.7947 5.1956
H -0.5936 1.3838 0.5346
H -6.6000 -4.6022 -3.0513
H -3.1383 -12.0892 5.0252
H -3.9297 -1.2181 -0.8142
H 1.3580 3.3846 0.3597
H -6.3962 5.6009 4.6232
H 6.1235 -1.2441 -5.0184
H 2.9384 -1.0567 -1.1866
H 3.0089 -0.6228 -7.5307
H 3.0216 -5.3971 3.7245
H -0.8726 -0.8581 0.0033
H -4.4585 10.0468 1.2798
H -2.1278 -2.2019 -1.9191
H -3.7817 -3.2913 -5.3060
H 4.3566 0.2044 -5.4915
H -7.9999 4.8196 6.5144
H -1.6738 3.5173 1.7870
H -0.8995 -2.5404 2.5088
H 0.3998 -2.2823 -3.9919
H 5.1735 1.3181 -4.0761
H 3.9520 -4.1889 6.4514
H 0.9917 4.1613 -1.2875
H -1.1170 -9.3338 3.1741
H 2.2312 -2.0636 -4.0954
H -9.0428 4.0698 5.2661
H 1.7605 -0.9641 1.9166
H -8.5634 3.1403 6.7098
H 0.2320 0.9490 2.9372
H -2.7744 8.8102 2.8268
H 5.9942 5.9346 -4.0677
H 3.2526 -1.6106 -5.9454
H 4.6958 -5.5239 4.3484
H -4.1995 -10.6465 5.0501
H -5.7376 9.7440 2.4966
H 1.1956 1.3628 0.9451
H -5.7330 4.5200 3.3719
H 0.8735 -3.2540 2.2416
H -2.4024 -5.2700 5.9770
H 0.2671 -1.7150 -6.0905
H -6.0287 9.3712 0.7778
H -2.9431 -1.3547 -3.3416
H -1.7222 -5.2439 4.3305
H 0.6524 -6.4620 8.0632
H 9.5556 6.1375 -2.5249
H 7.5500 6.1091 -4.9204
H 9.7779 5.2800 -4.0818
H 5.0487 -1.8039 -3.5088
H -1.7806 -10.9861 3.1021
H -7.4880 4.8274 3.4323
H 3.0900 -2.6310 6.3870
H -2.8830 -9.5769 3.1855
H 4.1606 2.5573 -2.5211
H 6.1580 3.5639 0.4178
H -6.4488 -4.8414 -4.8103
H 4.5446 2.2868 1.5233
H 0.5835 -0.2908 -7.2263
H 4.4027 -4.9870 2.6746
H -0.5753 -7.4637 7.2463
H -3.5136 -11.2813 6.5681
H 1.3844 -1.9045 -2.4452
H -1.0573 -5.9602 8.0919
H 10.0499 4.4259 -2.5409
H 2.3004 -4.1027 5.7637
H 2.2181 -2.3357 -7.4527
H -0.1076 -0.6417 3.9055
H 7.2580 6.9925 -3.3899
H 2.7946 3.8439 -2.4068
H -4.1823 -4.8543 -6.0835
H -0.3217 -2.8699 0.7459
H -2.5991 -4.6252 -5.2982
H -1.7326 3.3183 -0.3638
H -1.3013 1.4967 -1.4736
H -4.1046 8.5448 3.9965
H -1.4042 0.0202 2.5818
H -3.0565 7.1880 3.5083

Electronic energy ... -7771.88460 a.u.
Max |F| ... 0.23145 hartree/bohr
M ... 1368.50 g mol⁻¹
Total charge ... +1
Frontier orbital gap ... 0.2290 Eh
HOMO ... -9.857 eV

Löwdin population analysis, charges in e, atoms 1 to 5: I 1.26; S 0.80; S 0.82; S 0.79; S 0.80

---

Computed, not measured: a 3-piece molecular cluster, CH7NO4 overall at a distorted geometry, with ωB97M-V with the def2-TZVPD basis set.

CARTESIAN COORDINATES (ANGSTROEM)
O 0.6964 -1.2038 -2.5515
O -1.4979 1.7244 -0.9753
O -0.8803 -0.4414 0.5484
O 0.1542 0.3190 2.3986
N 1.3434 -0.3947 0.4909
C 0.2477 -0.1734 1.2984
H -0.2135 -0.8675 -2.9661
H 2.2437 -0.0277 0.8997
H 1.4207 -0.6296 -2.9683
H -1.1862 1.1945 -0.1070
H -0.7179 -0.9443 -0.2959
H 1.1984 -0.6898 -0.4664
H -1.4142 2.5821 -0.6841

Electronic energy ... -398.02086 a.u.
Max |F| ... 0.09620 hartree/bohr
SMILES ... NC(=O)O.O.O
M ... 97.07 g mol⁻¹
Energy relative to the best compared isomer or geometry (same formula, charge and spin) ... 27.3 kcal/mol
Total charge ... 0
Frontier orbital gap ... 0.4005 Eh
HOMO ... -10.742 eV

natural (NBO) population analysis, charges in e, atoms 1 to 5: O -0.98; O -0.97; O -0.73; O -0.60; N -0.88

---

Computed, not measured: C24H53AlNO12 as an isolated structure at a distorted geometry, with ωB97M-V with the def2-TZVPD basis set.

CARTESIAN COORDINATES (ANGSTROEM)
Al -1.8894 -1.3227 -0.8479
O -7.5140 4.2541 7.7242
O 3.4930 -2.6240 -7.2280
O 5.4508 0.7600 1.7514
O -2.6077 3.7777 2.2166
O -1.6810 1.7604 2.5742
O -2.8163 2.8822 4.1774
O 6.5898 1.0231 -0.1840
O 4.4704 -2.9186 -9.2455
O 7.4698 1.5185 1.8362
O -6.5724 2.6814 9.0480
O 4.0297 -4.6611 -8.0472
O -8.4728 3.7698 9.5963
N -2.5019 -0.9193 -2.6201
C -2.3099 2.7035 2.9515
C -6.6962 2.7859 5.9544
C 4.5468 -1.1849 0.5837
C -7.4263 3.4916 8.8118
C -1.8949 -3.1451 -3.6541
C -3.0110 -2.0939 -3.3444
C 4.4904 -1.4997 -9.4367
C 0.4787 -2.4267 0.5740
C 8.6939 1.8243 1.1752
C 0.3383 -3.4100 -4.8494
C -2.5514 1.8228 5.1025
C 0.1577 -1.5359 -0.7068
C -1.1225 1.8708 5.6061
C 5.5883 -0.8444 -8.6222
C 3.5885 -5.2268 -6.8130
C 3.9429 -3.3279 -8.0895
C 0.8533 -0.1535 -0.4287
C 4.3179 0.2471 1.0266
C 6.5023 1.0964 1.0114
C -6.4791 4.0579 6.7490
C -0.7080 -2.3574 -4.3324
C 0.8038 0.8033 -1.6867
C -8.5527 2.9504 10.7604
C -2.0355 3.7405 0.9067
H 3.4725 0.2824 1.7130
H 0.0158 -3.8583 -5.8121
H -0.4055 -2.5763 1.2257
H 0.6125 -2.0672 -1.5735
H 1.3443 -2.9476 -4.9034
H -2.2974 2.8191 0.3858
H 4.8130 -1.8102 1.4388
H 5.6455 0.2223 -8.8423
H -0.2409 -1.7169 -3.5653
H 3.5829 -6.3090 -6.9255
H -3.3042 -0.2996 -2.5092
H -0.4133 1.6981 4.7964
H 2.5810 -4.8973 -6.5610
H -2.2383 -0.0190 0.0505
H 0.0459 0.4673 -2.4202
H -8.7963 1.9256 10.4786
H 9.3591 2.2736 1.9101
H 5.4118 -0.9639 -7.5532
H -3.3629 -1.7339 -4.3515
H 0.6031 1.8545 -1.3755
H 4.6781 -1.3378 -10.4984
H -7.6922 2.7785 5.5075
H 0.3762 0.3462 0.4415
H -2.4374 4.5853 0.3502
H 1.8179 0.8085 -2.1492
H -2.5365 -2.6359 -0.2041
H 3.6512 -1.5891 0.1121
H -2.2381 -3.8668 -4.4328
H 1.9377 -0.2711 -0.1713
H 9.1532 0.9093 0.7992
H -5.9508 2.6947 5.1633
H 8.5390 2.5338 0.3630
H -1.0864 -1.7299 -5.1617
H 5.3694 -1.2510 -0.1297
H -6.5239 4.9166 6.0797
H 4.0775 0.8971 0.1840
H -5.4983 4.0716 7.2275
H -2.7873 0.8559 4.6544
H -3.2368 1.9674 5.9389
H -3.9225 -2.5589 -2.8801
H -7.6236 2.9783 11.3287
H -6.6271 1.9034 6.5912
H 3.5121 -1.0717 -9.2112
H -0.8984 2.8544 6.0249
H -9.3548 3.3429 11.3820
H 0.3880 -4.2451 -4.1168
H 4.2852 -4.9639 -6.0165
H 1.2810 -1.9411 1.1847
H 6.5533 -1.3060 -8.8419
H -0.9519 3.8458 0.9711
H -1.5664 -3.7180 -2.7659
H -0.9592 1.1116 6.3723
H 0.8796 -3.4284 0.2965

Electronic energy ... -2146.39796 a.u.
Max |F| ... 0.03291 hartree/bohr
M ... 574.67 g mol⁻¹
Total charge ... -1
Frontier orbital gap ... 0.2325 Eh
HOMO ... -4.284 eV

Löwdin population analysis, charges in e, atoms 1 to 5: Al 0.22; O 0.04; O 0.13; O 0.04; O 0.00

---

Computed, not measured: C37H52N6O6PSiTeY as an isolated structure at a distorted geometry, with ωB97M-V with the def2-TZVPD basis set.

CARTESIAN COORDINATES (ANGSTROEM)
Te -3.5629 -0.5370 2.8845
Y -0.1913 0.2613 -0.2246
P -2.9830 0.9789 1.1925
Si -0.0833 -0.9126 -3.8248
O -3.8572 2.3130 1.1423
O 2.2231 0.3060 0.3591
O -0.4612 -0.2864 -2.3842
O -1.5019 1.3498 1.1665
O 4.1361 -1.0590 1.4115
O -3.2576 0.4926 -0.3208
N -1.1776 2.3443 -1.4974
N 0.9701 -2.2530 -0.0928
N -1.7262 -1.8451 -0.3442
N 0.8860 2.4471 0.1993
N 0.1433 -0.7163 2.1441
N 1.9608 2.5000 1.0374
C -4.0531 3.1331 2.3494
C -0.8612 3.5249 -0.9533
C -2.2068 2.2873 -2.3361
C 1.6931 -1.5515 -3.6903
C -2.0114 -4.1335 -5.7122
C 5.4059 -0.0835 3.1288
C -3.4522 -3.3586 -3.9505
C 2.5615 1.3307 1.0737
C 0.3142 3.5406 -0.0672
C -3.2015 -4.2368 -4.9987
C 2.5903 -0.7087 -3.0069
C -5.6434 -0.3496 -0.2628
C 2.2078 -2.7498 -4.2053
C -2.6680 4.6043 -2.0707
C 4.4214 -2.2236 -3.3988
C 3.9366 -1.0347 -2.8632
C -1.2431 -3.2282 -0.4998
C 5.7247 1.0009 3.9217
C 3.5527 -3.0840 -4.0621
C 0.2308 -2.1754 2.2757
C -1.5452 0.6090 -5.7128
C 1.2154 -2.7379 1.2719
C 4.3892 0.0227 2.1836
C -1.2880 -2.2794 -4.2973
C 0.7288 -0.1403 -6.4213
C 3.6749 1.2225 2.0500
C -0.1092 0.3534 -5.2304
C -1.5803 4.6764 -1.2124
C -5.4693 3.0005 2.8593
C 0.4927 1.6779 -4.7142
C -4.5757 0.4662 -0.9557
C 0.2150 -3.2100 -0.9096
C -2.9841 3.3889 -2.6549
C -1.0696 -3.1685 -5.3661
C 4.0243 2.3084 2.8590
C -2.5066 -2.3930 -3.6146
C 5.0388 2.2090 3.7872
H -1.2862 5.6117 -0.7475
H -2.1804 1.0299 -4.9217
H 4.6041 -0.3622 -2.3338
H 0.6626 4.4786 0.3558
H 0.5428 -2.4796 3.2750
H -1.5361 1.3312 -6.5406
H -3.8131 3.2897 -3.3475
H -2.7341 -1.6955 -2.8079
H 0.3048 -1.0450 -6.8765
H 3.4665 3.2283 2.7387
H -3.9314 -4.9923 -5.2643
H 1.1672 -3.8321 1.3012
H 0.9395 -0.2786 2.5917
H -5.6546 1.9845 3.2095
H 2.2201 -2.4530 1.5710
H -1.8066 -3.7709 -1.2594
H -3.3294 2.8557 3.1168
H -1.3799 -3.7545 0.4459
H -6.5332 -0.3595 -0.9044
H -2.6317 -1.8283 0.0993
H 3.4152 -0.7861 0.8011
H -0.0056 2.0330 -3.8049
H -2.0244 -0.3064 -6.0705
H -4.3823 -3.4244 -3.3951
H -2.3937 1.3120 -2.7706
H 1.5607 1.5699 -4.4845
H 5.9320 -1.0260 3.2149
H 0.6283 -4.2209 -0.8399
H -0.6750 -0.4004 2.6434
H -5.6346 3.6939 3.6921
H 0.7505 0.6356 -7.1994
H 1.8590 -2.0907 -0.5527
H -5.9193 0.0729 0.7026
H 0.3990 2.4589 -5.4826
H -1.8180 -4.8033 -6.5424
H 3.9220 -4.0214 -4.4649
H -0.7682 -2.5712 2.1147
H -5.3212 -1.3786 -0.0974
H 6.5197 0.9100 4.6519
H -4.3841 0.0562 -1.9410
H -3.8422 4.1549 2.0478
H 1.7628 -0.3588 -6.1367
H -6.1824 3.2363 2.0617
H 5.4692 -2.4811 -3.2930
H 2.2270 0.2150 -2.5599
H 1.5510 -3.4564 -4.7032
H 5.3019 3.0600 4.4033
H -4.8975 1.4976 -1.0746
H 0.2896 -2.8955 -1.9409
H -0.1592 -3.1000 -5.9557
H -3.2557 5.4892 -2.2869
H -1.8359 -1.4629 -1.2804

Electronic energy ... -3158.70991 a.u.
Max |F| ... 0.03613 hartree/bohr
M ... 952.42 g mol⁻¹
Energy relative to the best compared isomer or geometry (same formula, charge and spin) ... 10.5 kcal/mol
Total charge ... 0
Frontier orbital gap ... 0.2657 Eh
HOMO ... -7.582 eV

Löwdin population analysis, charges in e, atoms 1 to 5: Te 0.46; Y 1.53; P 0.07; Si 0.45; O -0.29

---

Computed, not measured: C6H9CaN3 as an isolated structure at a distorted geometry, with ωB97M-V with the def2-TZVPD basis set.

CARTESIAN COORDINATES (ANGSTROEM)
Ca 0.5441 -1.8010 -3.3936
N 1.3020 0.3906 0.6186
N -2.3136 -2.0124 -0.8781
N -0.3185 0.1793 -2.3873
C 0.5486 1.6563 0.5018
C 0.8391 -0.7276 -0.1451
C 0.2643 -0.3021 -1.5071
C -0.9164 1.5345 0.8931
C -1.3892 -1.8945 -0.2083
C -0.2129 -1.6292 0.6023
H -1.3352 2.5378 0.9228
H 2.2858 0.5522 0.4320
H 0.2504 -2.5764 0.8767
H -0.4830 -1.1252 1.5282
H 1.7088 -1.3696 -0.3317
H -1.0383 1.0502 1.8591
H -1.5103 0.9971 0.1482
H 0.6637 2.1150 -0.4878
H 1.0192 2.3476 1.2001

Electronic energy ... -1075.22357 a.u.
Max |F| ... 0.03375 hartree/bohr
M ... 163.24 g mol⁻¹
Total charge ... +2
Frontier orbital gap ... 0.2530 Eh
HOMO ... -17.074 eV

natural (NBO) population analysis, charges in e, atoms 1 to 5: Ca 1.93; N -0.54; N -0.26; N -0.38; C -0.25

---

Computed, not measured: a 4-piece molecular cluster, C12H29F6N3O8S2 overall at a distorted geometry, with ωB97M-V with the def2-TZVPD basis set.

CARTESIAN COORDINATES (ANGSTROEM)
S -8.3666 -24.8162 -4.1707
S -6.5557 -26.0559 -2.8284
F -10.6574 -23.9568 -3.0664
F -5.1596 -23.7100 -3.2513
F -10.4067 -23.3734 -5.1394
F -5.4503 -24.3047 -1.1699
F -9.3048 -22.3378 -3.6370
F -3.9690 -25.3321 -2.4311
O -6.6315 -26.9904 -1.7106
O -6.9117 -24.2952 1.7048
O -8.9949 -26.0117 -4.6788
O -10.5353 -27.1734 -0.2505
O -9.0027 -24.8752 -0.3650
O -6.1622 -26.6404 -4.1090
O -7.9886 -20.3731 -0.1772
O -7.3637 -24.2045 -5.0537
N -7.8566 -26.9861 0.9035
N -9.4199 -22.5560 1.1359
N -7.9329 -25.0415 -2.6861
C -11.3852 -27.1057 -1.3804
C -5.1836 -24.7616 -2.4132
C -9.7940 -23.5267 -3.9506
C -7.2003 -21.0337 -1.1948
C -6.0269 -23.2000 1.7962
C -8.7885 -28.1404 1.0493
C -6.2330 -25.4962 2.0280
C -9.6877 -28.3134 -0.1838
C -11.4370 -21.9490 0.0649
C -9.4090 -20.4764 -0.2583
C -9.9332 -21.9369 -0.0821
C -7.2228 -26.6317 2.1828
H -7.4967 -20.8421 -2.2268
H -11.9441 -28.0287 -1.5498
H -8.1628 -29.0216 1.2054
H -10.8141 -27.1002 -2.3120
H -5.7174 -23.0655 2.8339
H -5.1284 -23.3202 1.1883
H -9.0587 -28.4678 -1.0622
H -11.9413 -21.4367 -0.7571
H -6.7143 -27.4839 2.6390
H -8.5436 -24.7591 -1.2216
H -8.7334 -25.7008 0.0930
H -11.8841 -21.4404 0.9194
H -12.0617 -26.2532 -1.4075
H -9.8053 -19.8371 0.5316
H -5.6267 -25.3756 2.9272
H -10.2928 -29.2131 -0.0568
H -8.8903 -24.0933 0.1985
H -6.4594 -22.2794 1.4086
H -5.5550 -25.9099 1.2774
H -11.7944 -22.9736 -0.0410
H -7.0836 -27.2057 0.2897
H -7.9841 -26.3513 2.9124
H -8.4785 -22.1920 1.1598
H -9.3580 -28.0796 1.9767
H -9.9133 -22.3282 1.9866
H -9.8119 -20.0259 -1.1675
H -9.7141 -22.4395 -1.0251
H -7.2831 -22.1079 -1.0187
H -6.1404 -20.7876 -1.1421

Electronic energy ... -2636.25605 a.u.
Max |F| ... 0.08362 hartree/bohr
M ... 521.50 g mol⁻¹
Energy relative to the best compared isomer or geometry (same formula, charge and spin) ... 23.4 kcal/mol
Total charge ... 0
Frontier orbital gap ... 0.3807 Eh
HOMO ... -9.860 eV

natural (NBO) population analysis, charges in e, atoms 1 to 5: S 2.18; S 2.14; F -0.31; F -0.30; F -0.31